[1]
Entry from OMol25: 4 unconnected molecules or ions with the total composition C7H20IN2O3 (ωB97M-V/def2-TZVPD).

Structure (XYZ):
```
33
Properties=species:S:1:pos:R:3
O -11.41938 -18.87041 4.37529
N -7.42506 -18.18815 11.25402
H -10.33212 -17.26482 3.66516
I -9.43044 -17.87988 7.33545
H -12.26099 -17.83848 2.11170
H -8.46393 -18.37238 2.85844
H -8.82259 -19.22166 4.28690
C -5.52611 -19.82000 6.19527
H -11.57780 -19.49281 1.96740
H -4.76150 -19.56006 6.92119
C -5.74020 -18.84755 5.00706
H -9.39232 -19.87480 2.63524
H -6.50764 -19.89906 6.67530
C -8.45954 -17.41205 11.72725
H -9.18049 -17.19431 9.82836
H -10.75912 -18.03041 1.22661
C -4.42285 -18.54616 4.32694
O -6.23301 -17.62890 5.55514
H -6.43032 -19.30660 4.29492
H -4.64256 -18.06315 3.36705
H -5.33668 -20.83637 5.82674
H -6.99296 -17.86391 6.12026
C -9.23131 -19.02085 3.29855
C -10.58070 -18.29380 3.36915
H -3.80465 -17.86534 4.90943
H -9.85424 -16.09657 10.98920
H -11.07398 -18.50608 5.21256
C -11.34897 -18.43232 2.05150
H -7.21887 -18.07464 10.27738
H -3.86333 -19.45175 4.08998
N -9.14131 -16.75504 10.74291
H -7.13074 -18.97755 11.79249
O -8.74804 -17.32876 12.92886
```

## Properties
- Max |F|: 2.2 eV/Å
- Net charge: -1
- Frontier orbital gap: 0.297 hartree
- Lowest unoccupied orbital energy: 3.2 eV
- Molecular weight: 307.15 u
- HOMO energy: -0.1789 Ha



[2]
Entry from OMol25: a molecular structure, C7H20N2 (ωB97M-V/def2-TZVPD).

Structure (XYZ):
```
29
Properties=species:S:1:pos:R:3
H 0.57004 1.95183 1.87603
C -0.31744 1.67485 2.45407
H -1.86370 0.17599 2.37741
H -2.11633 1.29954 0.29603
H 1.43112 -1.26469 0.03303
H -0.29639 -0.38986 1.83550
H -1.39469 -0.43562 -0.30216
N 0.36348 0.65142 -1.56340
C 0.38145 -0.89219 -1.82846
H 1.29641 1.05577 -1.52716
C -0.92748 -1.45334 -1.32969
H 1.54303 -0.56334 -3.67067
H 0.54382 2.28134 4.36152
H 1.66882 -2.49983 -1.19957
H 0.77431 0.57578 3.97805
H -0.21628 -0.67755 -3.90430
H 0.71925 -2.12659 -3.56175
H -1.56476 -1.81335 -2.14253
H -1.00346 2.52681 2.40385
N -1.33011 0.66434 0.38908
C 0.07084 1.40877 3.90764
C 1.57692 -1.42678 -1.03532
H -0.80541 1.15043 4.50639
C -0.98038 0.46427 1.79286
H -0.34898 0.86566 -0.50564
H -0.78123 -2.29768 -0.65461
C 0.62918 -1.06501 -3.33175
H -0.13845 1.11293 -2.31750
H 2.51641 -0.95390 -1.33695
```

## Properties
- Max |F|: 1.1 eV/Å
- Frontier orbital gap: 0.279 hartree
- Lowest unoccupied orbital energy: 0.9 eV
- Molecular weight: 132.25 u
- HOMO energy: -0.2479 Ha



[3]
Entry from OMol25: a molecular structure, C7H20N3Si (ωB97M-V/def2-TZVPD).

Structure (XYZ):
```
31
Properties=species:S:1:pos:R:3
Si -2.17364 0.23370 0.25103
H 1.86647 -0.30453 -1.93747
H -4.08562 1.18784 1.58032
C -3.06919 1.43489 1.33527
H 0.87349 -3.40557 -0.38863
C 1.08155 2.17329 0.10574
H 0.24393 0.84277 2.58135
H 0.63722 0.75877 3.22863
H 1.00671 -1.67655 -2.67114
H 3.57790 -0.24080 0.77875
H 0.46196 2.45198 0.95587
C 0.20093 -2.53864 -0.27981
H -3.40822 -1.87957 -0.37568
C 3.09559 0.69974 0.26472
H -0.34473 -2.61259 0.60708
H 3.52116 0.73506 -0.70808
H 1.82660 2.87045 0.01570
H -4.16761 -0.44234 -1.15469
H 3.43902 1.58412 0.69321
H 0.57590 2.21412 -0.93052
C 1.70519 -1.35503 -1.73837
C 0.70953 -0.13585 0.07569
C -3.20770 -0.85646 -0.81833
N 1.64909 0.82031 0.13390
H -0.74601 -2.35332 -1.26479
H -2.75797 -1.03314 -1.82789
H -3.22964 2.43347 0.86476
N 1.06249 -1.40849 -0.38836
H 2.67824 -1.88965 -1.76553
N -0.57376 0.13746 0.51141
H -2.44889 1.55452 2.26584
```

## Properties
- Max |F|: 4.3 eV/Å
- Net charge: +1
- Frontier orbital gap: 0.328 hartree
- Lowest unoccupied orbital energy: -3.9 eV
- Molecular weight: 174.34 u
- HOMO energy: -0.4699 Ha



[4]
Entry from OMol25: 2 unconnected molecules or ions with the total composition C7H20NOSi (ωB97M-V/def2-TZVPD).

Structure (XYZ):
```
30
Properties=species:S:1:pos:R:3
H 0.08709 3.01965 -1.23468
C -2.05458 -2.48053 -0.04707
H -1.23970 -0.35580 1.45659
H 1.13216 -0.44861 -1.85861
H 0.42707 1.85272 1.57514
H 2.42420 -1.52718 -2.32575
C -2.32449 -0.95138 -0.18469
H -1.07770 -2.74189 -0.47249
C 3.90208 0.21351 0.68307
C 0.47948 3.02585 -0.19669
H 1.51342 3.34564 -0.18735
H -2.71585 -0.59367 -1.06937
Si 2.39086 -0.78802 0.06955
C 1.70899 -1.32064 -1.56860
H 0.86726 -2.14228 -1.58531
H -0.16759 -0.66089 0.10438
H -1.28737 1.53024 -0.89896
H -1.97712 -2.80689 0.89341
O 2.13829 -1.99251 1.02620
H -0.11519 3.96157 0.20970
H -2.02665 1.68331 0.43397
H 3.77133 1.25035 0.82150
H 4.80839 -0.03517 -0.00618
H -2.89661 -3.04006 -0.53068
C 0.24419 1.73989 0.50977
H 4.26176 -0.02452 1.65521
N -1.07302 1.21899 0.09858
C -1.15834 -0.23248 0.35601
H -3.19764 -0.63533 0.45643
H 1.89525 -2.19103 1.93920
```

## Properties
- Max |F|: 4.7 eV/Å
- Net charge: +1
- Frontier orbital gap (alpha / beta): 0.195 / 0.306 hartree
- Lowest unoccupied orbital energy (alpha / beta): -3.2 / -5.2 eV
- 2S+1: 3
- Molecular weight: 162.33 u
- HOMO energy (alpha / beta): -0.3136 / -0.4988 Ha



[5]
Entry from OMol25: a molecular structure, C7H21BF4O6Ti3 (ωB97M-V/def2-TZVPD).

Structure (XYZ):
```
42
Properties=species:S:1:pos:R:3
F -0.87799 -1.58499 -0.08761
H 2.65870 1.45312 1.08360
H -6.89662 0.32191 1.11682
H -6.74135 1.95408 0.47160
H 1.33985 -0.31451 2.24420
H 2.06033 2.40650 -1.01323
F -0.84650 0.03547 1.58332
Ti -3.10433 -1.55683 -0.38603
H 3.23754 -2.34951 -2.69498
C 3.08313 2.22530 -0.65935
H 1.07113 -1.97963 -0.90446
C 4.27874 0.03606 3.47066
H 2.36821 -0.81965 -2.52211
O 3.16481 2.20378 0.75083
F 0.82955 -0.06713 -0.00145
O 2.08863 0.19751 2.56939
H 4.57294 0.88427 2.84666
H -1.79313 -2.32354 -3.33089
F -1.27443 0.65266 -0.55785
H -1.72819 -0.87890 -4.39115
O -4.68230 1.48563 2.04652
H 3.51122 -1.16324 1.86704
H 3.96500 0.42681 4.43638
H 3.36055 -1.44590 -1.19058
C -4.89764 1.06680 0.91246
H 5.15898 -0.59649 3.58294
C -1.74541 -1.23541 -3.36554
H 3.42817 1.28206 -1.10152
H -3.67795 -1.02931 -2.97731
O -2.86093 -0.65732 -2.61992
C 3.17311 -0.71899 2.80925
H 2.82733 -1.52680 3.46361
O -3.91105 0.76411 0.10931
O 1.57811 -2.49566 -1.53373
C 2.67655 -1.73159 -1.99689
Ti -2.26385 1.90189 1.49847
H -6.44329 0.56647 -0.57852
B -0.50028 -0.24397 0.21865
C -6.32454 0.94572 0.43388
H -0.82873 -0.94916 -2.85414
H 3.73374 3.02236 -1.00855
Ti -2.76781 1.83601 -1.73981
```

## Properties
- Max |F|: 1.3 eV/Å
- Net charge: +1
- Frontier orbital gap (alpha / beta): 0.221 / 0.293 hartree
- Lowest unoccupied orbital energy (alpha / beta): -3.7 / -3.9 eV
- 2S+1: 10
- Molecular weight: 431.64 u
- HOMO energy (alpha / beta): -0.3564 / -0.4374 Ha



[6]
Entry from OMol25: 3 unconnected molecules or ions with the total composition C7H21BO4S (ωB97M-V/def2-TZVPD).

Structure (XYZ):
```
34
Properties=species:S:1:pos:R:3
C -5.03742 2.46758 1.24362
O 1.10897 -0.74150 2.83519
H -1.75629 1.24838 -2.31957
O -3.14848 3.45251 0.12947
H 4.73461 -2.55636 0.57626
B 3.69270 -2.25590 0.08155
H 0.93463 -4.10063 -1.53869
H -5.43191 2.14114 2.20997
C -1.09450 1.56189 -1.50560
H 2.74959 -2.53341 -1.99285
H -0.00178 -0.28561 -2.89307
H -3.75643 4.12771 -0.21768
H -1.36308 0.96396 -0.62854
C 1.54322 -3.83763 -0.55374
H 3.54165 -0.47682 3.13662
H 1.90951 -0.83347 -0.03638
H 0.62918 1.92278 -2.76226
H 1.01308 1.63214 -1.05421
C -3.64358 3.04079 1.39498
C 0.35646 1.33822 -1.87837
H -5.03013 1.61398 0.55791
O 2.80774 -2.70754 2.74383
H 1.64892 -4.83480 0.05620
H 3.56084 0.08068 0.42431
H -3.64477 3.90274 2.06905
C 2.97816 -3.20475 -1.06101
O 0.57988 -0.03657 -2.15438
H -5.71829 3.21204 0.81818
H -2.96166 2.28716 1.79972
C 2.90125 -0.87260 0.59187
H 3.74422 -4.08473 -1.28583
H -1.28244 2.61647 -1.28530
H 0.89230 -3.06578 0.05628
S 2.54386 -1.18206 2.44247
```

## Properties
- Max |F|: 5.5 eV/Å
- Frontier orbital gap: 0.384 hartree
- Lowest unoccupied orbital energy: 0.1 eV
- Molecular weight: 212.12 u
- HOMO energy: -0.3815 Ha



[7]
Entry from OMol25: a molecular structure, C7H21Cl2N2OScSi (ωB97M-V/def2-TZVPD).

Structure (XYZ):
```
35
Properties=species:S:1:pos:R:3
H -3.10939 -3.21499 -1.27430
H 3.70760 1.00942 -0.60256
H -0.54940 3.20529 -1.69609
C 1.01037 2.12036 0.96346
C 0.51350 3.14822 -1.93708
H 3.49145 1.69839 -2.21668
C 1.00400 -0.42216 4.21943
C 3.25073 1.82904 -1.15985
H -2.52655 -2.86661 0.32612
H 0.01391 1.76833 1.31420
H 3.72193 2.75811 -0.83006
N 0.10834 -2.47753 -0.35816
H 1.76070 1.70781 1.64235
H -3.88269 -1.05883 -0.97215
H 0.93102 3.18101 1.21453
C -1.01107 -2.98552 -1.22592
H -0.94233 -4.07058 -1.28382
Sc -0.03500 -0.33886 0.31597
C -2.79733 -1.14387 -0.96929
H -2.43623 -0.80639 -1.94129
H -2.76340 -0.34638 0.93744
Si 1.42421 1.91028 -0.91429
H 0.26123 -3.15343 0.39392
H -2.50732 0.74884 -0.22971
Cl 0.94409 -1.31647 2.55824
H 0.96332 -2.50792 -0.92017
H 0.69170 -1.20033 4.90542
N -2.24678 -0.19563 0.06583
H 0.93562 4.14537 -1.79256
H -0.85355 -2.59422 -2.23073
O 0.73188 0.37183 -1.15272
Cl -0.06251 0.93309 4.25555
H 2.04551 -0.14210 4.31920
H 0.60982 2.90173 -2.99677
C -2.39740 -2.59529 -0.72745
```

## Properties
- Max |F|: 0.4 eV/Å
- Net charge: +2
- Frontier orbital gap: 0.355 hartree
- Lowest unoccupied orbital energy: -7.2 eV
- Molecular weight: 293.21 u
- HOMO energy: -0.6198 Ha